54
Properties=species:S:1:pos:R:3:forces:R:3:lowdin_charge:R:1 method="wB97M-V/def2-TZVPD" max_force_ev_per_a=2.19 de_lowest_kcal_mol=24.15 lumo_energy_ev=-2.21 charge=+1 homo_energy_ev=-12.5 orbital_gap_ev=10.26 spin_multiplicity=1
H -0.589 2.454 -0.639 0.48 0.01 -0.20 0.12
C -2.526 -0.138 -1.668 0.33 -0.24 0.43 -0.52
C 0.773 -0.441 -1.588 1.67 -0.64 -0.10 -0.03
H 0.872 1.622 5.832 -0.33 0.06 0.47 0.07
H -0.891 -4.356 -0.948 -0.08 -0.42 0.48 0.02
O -1.173 -3.528 -0.552 -0.39 1.08 -0.55 -0.08
C 0.485 1.006 -1.871 -2.16 -0.20 -0.27 -0.29
O -0.262 -4.475 -2.777 0.00 -0.06 -0.33 -0.04
O 4.318 -0.171 -0.917 -0.09 -0.33 0.41 -0.07
H -4.322 4.943 -0.852 -0.09 0.10 -0.62 0.07
O 2.914 -2.256 1.751 0.18 0.29 0.04 -0.04
H -3.000 -1.665 -0.452 -0.20 -0.24 0.53 0.11
O 1.145 -4.066 0.835 0.08 0.00 0.05 -0.08
H -1.522 -0.804 -3.422 0.36 0.07 0.01 0.11
H 1.296 1.563 -2.326 0.42 -0.19 0.27 0.15
H -0.244 1.192 0.191 -0.05 -0.76 -0.55 0.14
H 5.059 -0.745 -0.691 0.14 0.09 -0.30 0.04
H -0.642 2.927 1.743 0.02 0.09 -0.03 0.03
H 3.184 -0.420 4.416 0.00 -0.01 0.01 0.08
O 2.546 0.960 1.567 0.33 -0.36 1.00 -0.08
H -1.415 -3.538 0.374 0.32 -0.88 0.12 0.06
H 1.757 -0.556 -1.128 -0.10 0.15 0.29 0.07
H -0.236 0.539 6.199 0.04 0.29 0.29 0.07
H 0.392 -4.902 -3.340 0.06 -0.06 0.08 0.06
O 0.452 0.795 5.583 0.32 -0.25 -0.76 -0.03
H -2.530 0.568 -3.691 -0.24 -0.06 0.16 0.13
H -1.052 2.195 -2.804 -0.31 -0.10 0.02 0.12
O 2.345 -0.397 3.943 -0.06 -0.12 0.29 -0.06
C -0.691 1.168 -2.885 0.91 0.03 -0.22 -0.13
H 2.223 0.472 2.357 -0.44 -0.05 -0.72 0.00
H -2.015 -2.099 -1.784 -0.12 -0.37 0.18 0.07
H -2.820 2.377 0.348 0.23 -0.26 -0.31 0.05
H 3.719 -2.735 1.966 -0.02 -0.12 0.04 0.07
H 0.922 -1.004 -2.513 -0.39 0.12 -0.12 0.11
H -1.082 -4.523 -3.281 -0.01 -0.04 -0.01 0.06
H 0.791 -3.863 -0.037 0.07 0.14 0.15 -0.01
C -1.824 0.143 -2.976 -0.14 0.22 0.01 -0.10
H 0.213 2.301 2.840 0.18 -0.03 0.02 0.04
H 0.065 -0.980 -0.962 -0.31 0.28 -0.09 0.08
H 1.678 -0.121 4.602 -0.04 -0.10 -0.05 0.02
H 0.991 2.033 -0.109 0.47 0.63 0.04 0.12
H 3.711 -0.358 -0.186 -0.12 0.27 0.05 -0.01
N -2.643 -1.446 -1.353 -0.02 0.97 -0.92 0.18
H -0.189 1.121 -3.856 -0.10 0.11 -0.04 0.12
O 0.255 2.600 1.927 -0.60 0.10 0.14 -0.06
O -2.079 2.992 0.279 -0.16 0.80 0.34 -0.08
H 3.369 1.212 2.008 0.28 0.48 -0.82 0.06
H -2.490 3.827 -0.040 0.13 -0.17 0.06 0.03
H 2.558 -1.932 2.591 0.09 0.11 0.03 0.03
N 0.156 1.723 -0.592 -0.27 -0.12 0.65 0.18
O -2.884 0.758 -0.913 -0.25 0.05 -0.15 0.03
O -3.379 5.100 -0.927 0.59 -0.01 0.91 -0.02
H -3.068 5.183 -1.829 -0.57 0.01 -0.32 0.06
H 1.716 -3.312 1.077 -0.06 -0.36 -0.12 -0.02

=====

10
Properties=species:S:1:pos:R:3:forces:R:3:lowdin_charge:R:1 method="wB97M-V/def2-TZVPD" max_force_ev_per_a=6.48 smiles="CN[PH2]=O" de_lowest_kcal_mol=31.51 lumo_energy_ev=0.79 homo_energy_ev=-10.0 orbital_gap_ev=10.75 spin_multiplicity=1
C -0.676 0.071 1.281 6.26 1.64 0.47 -0.09
N 0.344 -0.386 0.191 -0.39 0.08 1.70 -0.28
H -0.399 -0.440 2.244 0.15 0.59 -0.98 0.09
H 0.683 1.181 -1.422 0.40 2.18 -0.81 -0.02
H -0.981 -0.184 -1.738 0.89 -0.15 -0.39 0.02
H -0.572 1.196 1.425 -0.51 -1.41 -0.12 0.09
H -1.600 -0.239 1.128 -4.26 -1.15 -1.47 0.00
O 1.465 -0.928 -2.139 -0.35 0.02 -0.23 -0.40
P 0.441 -0.123 -1.459 -1.76 -1.40 1.37 0.54
H 1.295 -0.147 0.490 -0.43 -0.39 0.46 0.07

=====

78
Properties=species:S:1:pos:R:3:forces:R:3:lowdin_charge:R:1 method="wB97M-V/def2-TZVPD" max_force_ev_per_a=2.85 lumo_energy_ev=-0.11 homo_energy_ev=-10.7 orbital_gap_ev=10.58 spin_multiplicity=1
F -1.040 -22.833 -3.136 -0.15 -0.72 0.06 -0.14
H -2.953 -22.695 0.343 0.07 -0.12 0.13 0.08
C -9.190 -18.527 -3.112 -0.01 0.88 -0.24 -0.01
O -2.877 -18.031 -6.589 0.21 -0.26 0.89 0.10
H -4.384 -13.729 -5.169 -0.17 0.44 0.01 0.08
F -0.679 -18.223 1.421 -0.53 -0.05 -0.43 -0.13
O 1.490 -20.414 -2.734 0.07 -0.11 -0.33 0.02
Ca -2.759 -19.428 -2.427 -0.23 0.11 0.18 1.54
H -1.610 -17.403 -8.078 -0.20 -0.38 -0.15 0.15
H -6.690 -18.202 1.146 0.04 -0.42 0.25 0.10
F -3.006 -23.791 -3.940 0.50 0.22 -0.03 -0.13
O -6.837 -19.141 -2.891 0.15 -0.07 0.13 0.08
F -1.739 -17.242 -1.489 -0.69 0.70 0.05 -0.20
C 0.559 -19.825 -3.460 0.94 -0.57 0.60 -0.59
H 2.360 -20.598 -5.649 -0.47 0.03 -0.14 0.10
F -0.945 -16.121 0.409 -0.59 -0.17 0.12 -0.14
C -8.163 -19.640 -3.019 -0.78 -0.48 -0.53 -0.29
O -6.285 -16.198 -2.195 -0.69 0.11 0.63 0.07
C -5.994 -19.911 -3.611 0.12 0.90 0.32 -0.53
C -2.576 -17.142 -7.645 -0.89 1.05 -0.27 -0.31
F -2.221 -21.716 -1.601 0.10 -0.35 1.03 -0.22
C -4.978 -16.400 -2.378 0.83 -0.63 0.24 -0.54
H -8.288 -19.928 -5.211 -0.39 0.25 0.38 0.13
C -5.816 -18.544 0.591 -0.47 0.76 -0.48 -0.04
O -5.200 -19.587 1.307 -0.03 -0.10 0.89 0.03
O -6.643 -20.695 -4.447 -0.10 -1.37 0.16 0.12
H -1.885 -21.362 0.948 -0.10 -0.13 -0.38 0.09
C -2.394 -15.786 -6.918 1.09 -0.66 -0.62 -0.08
F -2.472 -24.058 -1.724 0.68 0.11 0.33 -0.11
O -0.579 -19.695 -3.127 -0.96 0.32 -0.08 0.02
C -5.414 -14.469 -3.462 -0.22 0.99 0.97 -0.30
H -3.421 -16.709 -9.603 0.12 0.06 0.09 0.09
H -6.188 -13.439 -5.181 0.27 0.36 0.10 0.09
O 1.016 -19.364 -4.600 -0.32 0.34 -0.86 0.05
H -7.406 -15.345 -3.647 -0.18 0.21 0.17 0.13
H -5.217 -13.596 -2.831 0.43 0.25 -0.55 0.15
C -6.726 -15.016 -2.853 0.43 -0.79 -1.49 -0.07
H -9.367 -18.188 -4.137 0.08 -0.33 -0.10 0.08
C 1.119 -20.887 -1.458 0.50 -0.61 2.23 -0.03
C -5.373 -14.118 -4.932 0.05 -0.51 -0.17 -0.02
H -7.212 -14.309 -2.187 0.04 -0.20 0.18 0.13
F -1.389 -19.167 -0.593 -0.65 -0.95 1.40 -0.27
C -4.227 -20.260 0.708 -1.29 -0.02 0.17 -0.60
O -2.587 -16.097 -5.545 0.01 -0.02 0.49 0.08
O -4.385 -17.340 -1.944 -0.30 -0.07 -0.17 0.11
H -2.482 -22.504 2.114 -0.09 -0.46 -0.29 0.10
H -6.147 -18.895 -0.387 0.22 0.18 -0.04 0.08
C -3.706 -17.167 -8.655 -0.04 -0.47 -0.46 -0.02
H -4.626 -16.684 -8.323 0.18 0.12 0.33 0.08
H -5.498 -14.962 -5.617 -0.12 -0.34 0.44 0.08
H 2.042 -21.024 -0.889 0.21 0.18 -0.38 0.10
P -1.239 -17.654 0.020 2.41 1.50 -0.16 0.20
C -2.721 -22.029 1.164 0.31 0.70 0.68 0.01
H 0.541 -20.196 -0.847 -0.17 0.21 -0.63 0.08
H -8.378 -20.274 -2.155 0.14 0.02 0.03 0.16
O -4.808 -19.801 -3.544 -0.13 -0.14 -0.17 0.05
H -8.848 -17.615 -2.617 0.18 -0.27 0.35 0.08
C -2.730 -17.426 -5.381 0.01 -0.07 -1.44 -0.50
O -3.864 -21.224 1.514 0.24 -0.03 0.15 0.04
F 0.274 -17.689 -0.585 0.30 -0.27 0.05 -0.16
O -4.414 -15.427 -3.098 -0.44 0.00 -0.45 0.12
H 2.694 -18.834 -5.633 -0.48 -0.01 -0.33 0.09
H -5.169 -17.670 0.503 0.21 -0.31 -0.24 0.08
O -3.878 -20.047 -0.422 0.38 0.06 -0.59 0.01
H -10.160 -18.770 -2.684 0.10 -0.29 0.05 0.09
P -2.601 -22.833 -2.722 -0.83 0.27 -1.17 0.18
H -3.971 -18.204 -8.870 0.11 0.00 -0.05 0.09
H -1.345 -15.545 -7.106 -0.06 0.58 0.51 0.13
H -3.009 -14.954 -7.247 -0.35 -0.17 0.16 0.13
C -8.050 -20.495 -4.300 -0.35 1.34 -0.87 -0.06
H 3.050 -19.792 -4.271 -0.40 -0.06 0.23 0.10
O -2.741 -18.021 -4.357 -0.10 0.30 0.37 0.09
H -8.697 -21.367 -4.356 0.68 -0.49 0.44 0.14
F -2.778 -21.485 -3.674 -0.33 -0.16 -0.85 -0.25
C 2.310 -19.680 -5.066 1.66 0.11 0.33 -0.04
F -4.188 -22.733 -2.336 0.40 0.49 0.18 -0.16
H 0.659 -21.875 -1.413 -0.35 0.15 -0.84 0.10
F -2.720 -17.534 0.629 0.17 -0.67 -0.56 -0.11

=====

What did the second record say?
10
Properties=species:S:1:pos:R:3:forces:R:3:lowdin_charge:R:1 method="wB97M-V/def2-TZVPD" max_force_ev_per_a=6.48 smiles="CN[PH2]=O" de_lowest_kcal_mol=31.51 lumo_energy_ev=0.79 homo_energy_ev=-10.0 orbital_gap_ev=10.75 spin_multiplicity=1
C -0.676 0.071 1.281 6.26 1.64 0.47 -0.09
N 0.344 -0.386 0.191 -0.39 0.08 1.70 -0.28
H -0.399 -0.440 2.244 0.15 0.59 -0.98 0.09
H 0.683 1.181 -1.422 0.40 2.18 -0.81 -0.02
H -0.981 -0.184 -1.738 0.89 -0.15 -0.39 0.02
H -0.572 1.196 1.425 -0.51 -1.41 -0.12 0.09
H -1.600 -0.239 1.128 -4.26 -1.15 -1.47 0.00
O 1.465 -0.928 -2.139 -0.35 0.02 -0.23 -0.40
P 0.441 -0.123 -1.459 -1.76 -1.40 1.37 0.54
H 1.295 -0.147 0.490 -0.43 -0.39 0.46 0.07